Here is a structure of composition H28O14 in a non-equilibrium geometry from the Open Molecules 2025 dataset. Energies are from wB97M-V/def2-TZVPD.

Last column: Mulliken charge in e.
Positions of all 42 atoms, in Å:
O -1.5803 -3.3607 1.4196  -0.675
O 2.4533 -1.1820 -2.0976  -0.917
O -0.1238 1.8505 2.7645  -0.715
O 1.0825 -1.0141 -3.6103  -0.603
O 1.9436 -1.8537 -0.1635  -0.682
O -0.6671 1.7128 -2.6968  -0.794
O 0.1358 -2.3495 2.9297  -0.648
O -2.2867 0.6744 0.1176  -0.601
O 0.8172 3.4927 0.9070  -0.653
O 3.2121 1.3413 -1.2035  -0.706
O -0.2112 -0.2568 0.0689  -0.082
O -2.2716 -0.2662 2.9307  -0.527
O 0.8933 2.1692 -1.3643  -0.560
O -2.1432 -1.8412 -0.8941  -0.683
H 0.9771 -1.4767 0.0721  0.460
H -1.0809 -0.2030 0.2935  0.248
H 0.7476 -3.0035 2.5456  0.358
H -0.3536 2.0406 3.7442  0.287
H 3.2220 1.1102 -0.2620  0.293
H 0.6560 4.3241 1.3459  0.282
H 0.2079 0.5708 -0.4348  0.213
H -0.5324 -2.0888 2.2646  0.187
H -1.6442 -1.7906 -1.6222  0.259
H -2.9545 0.4114 2.8529  0.250
H -2.3405 -0.6514 3.8226  0.271
H -0.0341 1.7859 -1.9888  0.431
H 1.6081 1.8227 -1.9268  0.330
H 1.8772 -1.4818 -2.7962  0.397
H 0.3015 -1.0747 -2.8600  0.392
H 2.4935 -1.1844 0.3112  0.338
H 2.8766 0.5694 -1.6524  0.433
H 0.4612 2.7724 1.3991  0.428
H 1.8641 -1.3808 -1.4453  0.269
H -2.2392 1.5851 -0.2373  0.273
H -2.6984 0.8279 0.8495  0.154
H 1.0439 2.7706 -0.6514  0.350
H -2.4309 -3.0714 1.7903  0.307
H -0.5617 0.9751 2.6439  0.312
H 1.1689 -1.8425 -3.9579  0.352
H -2.2249 -0.9543 -0.4952  0.370
H -0.4132 2.2397 -3.4638  0.229
H -1.2510 -2.7186 0.7508  0.372

Values from the calculation:
F_max ... 9.04 eV/Å
Energy relative to the best compared isomer or geometry (same formula, charge and spin) ... 9.533 eV
Net charge ... 0
Orbital gap ... 8.2 eV

Here is a structure of composition C52H44CoF2N5O2S3 from the Open Molecules 2025 dataset. Energies are from wB97M-V/def2-TZVPD.

Last column: Mulliken charge in e.
Positions of all 109 atoms, in Å:
Co 1.6940 -0.6015 -1.7634  0.251
S 0.2809 2.3076 -1.0110  1.472
S 0.3816 -0.7262 1.2334  0.888
S -0.9891 1.7281 1.4788  0.878
F 3.9681 0.6157 -0.7902  -0.314
F 3.6106 -1.3560 0.0980  -0.254
O 2.4213 -0.0724 -3.4843  -0.482
O 0.2629 -0.4068 -3.5260  -0.651
N -1.0172 0.1927 1.4366  -0.044
N 2.0538 -2.3916 -2.2275  -0.293
N 0.8079 -1.0562 -0.0949  0.886
N -0.0723 2.5992 0.6093  0.156
N 1.2865 1.3490 -1.3836  -0.315
C -1.7824 0.8253 -1.9114  0.964
C 1.6790 4.0710 -2.4479  -0.651
C -2.7054 2.1550 1.2775  0.843
C -1.3648 2.1303 -1.7047  0.451
C -3.6288 1.2089 0.8713  -0.235
C -0.1462 3.1493 5.6913  -0.624
C -2.1794 3.2131 -2.0154  -0.658
C 1.1226 -5.7628 -3.0749  -0.067
C -1.1296 2.1962 5.4484  -0.724
C -1.2740 -2.2598 2.8996  -0.276
C 0.7642 6.3547 -1.1412  -0.877
C 3.3102 -4.9113 -2.5961  -0.370
C 0.3445 3.2771 3.3388  -0.200
C 1.3519 0.0902 -5.6122  -1.569
C -4.9447 1.6103 0.6809  -0.772
C 3.0605 -7.1048 -3.5542  -0.394
C 1.9284 -4.7345 -2.5932  0.282
C 0.5874 3.6844 4.6445  -0.776
C -1.4868 -4.6664 0.0929  -1.020
C 0.3077 5.1076 -0.7425  -0.078
C -1.5063 -3.4167 3.6322  -0.783
C -2.5395 -3.8475 -0.2891  -0.763
C 0.8711 -3.1489 2.2097  -0.416
C 1.6699 6.4614 -2.1894  -0.590
C -1.3789 1.7781 4.1539  -0.860
C 2.4443 0.9553 1.7533  0.421
C 3.3356 1.4406 3.9340  -0.778
C -3.0329 0.6046 -2.4708  -0.855
C 3.8720 -6.0868 -3.0668  -0.627
C -3.4338 2.9766 -2.5548  -0.740
C -0.6391 2.3314 3.1170  0.564
C -2.3390 -2.9024 -1.2870  -0.336
C -0.0839 -2.1409 2.2040  0.036
C 1.6840 -6.9369 -3.5608  -0.858
C 0.6336 -4.2928 2.9533  -0.587
C 0.7646 3.9798 -1.4102  0.025
C -0.2466 -4.5252 -0.5120  0.077
C 2.1293 5.3241 -2.8376  -0.836
C 1.5014 -0.0996 3.7209  -0.372
C 3.4509 -0.6384 -1.0704  0.040
C 2.4098 0.5805 4.5151  -0.884
C -5.3130 2.9281 0.9008  -0.583
C -1.0950 -2.7594 -1.8879  0.203
C -3.0549 3.4814 1.4969  -0.948
C -4.3704 3.8651 1.3098  -0.809
C 1.3308 -0.1428 -4.1260  0.888
C -3.8548 1.6734 -2.7917  -1.048
C 1.5322 0.0979 2.3442  0.727
C 1.3491 -3.4265 -2.0993  -0.551
C 3.3517 1.6285 2.5604  -1.265
C -0.0265 -3.5579 -1.4895  0.505
C -0.5523 -4.4238 3.6653  -0.771
H -5.6794 0.8868 0.3532  0.486
H 2.0267 7.4369 -2.4940  0.389
H 0.3575 0.3433 -5.9721  0.335
H 1.6815 -0.8305 -6.0962  0.332
H -0.7383 -5.3217 4.2410  0.393
H -2.3074 4.1993 1.8136  0.281
H 3.4996 -8.0225 -3.9257  0.376
H 0.0457 -5.6423 -3.0763  0.406
H 2.0426 3.1606 -2.9104  0.493
H 2.0658 0.8732 -5.8626  0.395
H 2.8471 5.4084 -3.6426  0.455
H 4.0528 1.9584 4.5590  0.432
H 4.9482 -6.2120 -3.0557  0.388
H -0.9331 -2.0243 -2.6660  0.632
H 0.7878 -0.7795 4.1680  0.558
H -1.6306 -5.4157 0.8619  0.431
H 2.4018 0.4311 5.5874  0.490
H 0.0503 3.4708 6.7059  0.415
H -2.4360 -3.5309 4.1747  0.449
H -4.6616 4.8929 1.4808  0.444
H 1.3606 4.4158 4.8390  0.493
H 3.9256 -4.0989 -2.2310  0.361
H 2.4485 1.0917 0.6808  -0.410
H -3.1695 -2.2833 -1.6070  0.272
H -4.0750 3.8116 -2.8065  0.470
H 4.0880 -1.0889 -1.8306  0.572
H -2.0063 -1.4657 2.8597  0.329
H 0.5696 -5.1785 -0.2243  0.669
H -3.3544 -0.4088 -2.6704  0.511
H 4.0797 2.2855 2.1024  0.555
H -1.8406 4.2276 -1.8579  0.456
H -2.1327 1.0276 3.9468  0.217
H 0.9145 3.6643 2.5057  0.494
H -3.3130 0.1888 0.6989  0.498
H -3.5135 -3.9576 0.1734  0.415
H 1.0432 -7.7215 -3.9447  0.388
H -0.3830 5.0062 0.0838  0.348
H -4.8263 1.4939 -3.2351  0.414
H 1.7758 -3.0331 1.6219  0.501
H -1.1296 0.0004 -1.6615  -0.588
H -1.6968 1.7767 6.2687  0.466
H 1.3691 -5.0864 2.9667  0.474
H -6.3410 3.2315 0.7513  0.410
H 0.4191 7.2430 -0.6282  0.450

Values from the calculation:
F_max ... 0.14 eV/Å
Energy relative to the best compared isomer or geometry (same formula, charge and spin) ... 0.013 eV
Net charge ... 0
Orbital gap ... 6.5 eV